Entry 1:
Density functional theory data (wB97M-V/def2-TZVPD) for 2 unconnected molecules or ions with the total composition C3H5IN3 in a non-equilibrium geometry.

Computed properties:
E_HOMO (alpha / beta) = -14.37 / -15.04 eV
lowest unoccupied orbital energy (alpha / beta) = -8.847 / -8.139 eV
total charge = +1
relative energy (zero: lowest compared OMol25 entry of this formula, charge and spin) = 311.6 kJ/mol
gap between HOMO and LUMO (alpha / beta) = 0.203 / 0.253 Ha

Last column: Mulliken charge in e.
Geometry (Å):
C 0.3955 -1.1935 0.7927  0.05
C -0.4787 -1.4839 -1.1676  -0.08
C 0.3664 1.3784 0.9654  -0.65
N 0.0175 -2.1280 -0.1030  -0.40
N 0.1295 0.0222 0.3715  0.25
N -0.5221 -0.1682 -0.8530  -0.29
I -1.0318 2.1015 -2.8062  0.49
H 0.8871 -1.4268 1.6495  0.42
H -1.0430 -2.0067 -2.0082  0.35
H -0.6364 1.8010 1.0644  0.32
H 0.9499 1.0637 1.8714  0.28
H 0.9660 2.0402 0.2229  0.26

Atomic forces in eV per Å
-0.90 -0.25 -2.81
-0.87 0.09 1.13
0.88 -0.85 -1.33
0.08 0.20 -0.13
-0.75 0.00 -2.31
0.10 1.00 -0.53
0.25 -0.93 0.79
1.19 -0.48 2.50
1.19 1.18 1.09
0.42 0.16 0.73
-0.77 1.27 -0.56
-0.81 -1.38 1.42



Entry 2:
Density functional theory data (wB97M-V/def2-TZVPD) for a gas-phase ion, C3H5IN3 (charge +1) in a non-equilibrium geometry.

Computed properties:
E_HOMO = -13.60 eV
SMILES = I[C@@H]1N=CNC=[NH+]1
lowest unoccupied orbital energy = -4.768 eV
total charge = +1
relative energy (zero: lowest compared OMol25 entry of this formula, charge and spin) = 2.0 kJ/mol
gap between HOMO and LUMO = 0.325 Ha

Last column: Mulliken charge in e.
Geometry (Å):
I -1.5679 0.8334 -2.4623  0.20
C -1.2257 0.4936 -0.3252  -0.40
N -0.2203 1.5237 0.0917  -0.39
C 0.9537 1.1834 0.4007  0.03
N 1.3616 -0.1656 0.3877  -0.11
C 0.4918 -1.1471 0.1451  0.09
N -0.7502 -0.8755 -0.1461  -0.09
H -2.1914 0.5274 0.2980  0.47
H 1.6217 1.8204 1.0092  0.35
H 2.3192 -0.4735 0.5252  0.25
H 0.7731 -2.2701 0.2692  0.35
H -1.5657 -1.4501 -0.1931  0.25

Atomic forces in eV per Å
-0.15 -0.13 0.75
0.55 1.43 0.22
-1.17 -0.82 0.29
-0.71 -0.05 1.23
0.24 -1.71 -0.66
-0.43 -2.17 0.40
0.36 1.47 0.20
1.44 0.71 -1.22
-0.21 0.06 -1.09
-0.10 0.50 0.13
-0.24 2.30 -0.28
0.39 -1.60 0.01



Entry 3:
Density functional theory data (wB97M-V/def2-TZVPD) for 2 unconnected molecules or ions with the total composition C3H5IO in a non-equilibrium geometry.

Computed properties:
E_HOMO = -8.96 eV
SMILES = C#COC.I
lowest unoccupied orbital energy = 0.730 eV
total charge = 0
relative energy (zero: lowest compared OMol25 entry of this formula, charge and spin) = 292.2 kJ/mol
gap between HOMO and LUMO = 0.356 Ha

Last column: Mulliken charge in e.
Geometry (Å):
C -0.5802 1.5315 -0.8825  -0.50
C 0.2037 0.6330 -0.5945  0.22
O 0.9402 -0.3420 -0.3811  -0.40
C 1.6448 -0.6384 0.8972  -0.56
H -1.3993 2.0920 -1.2138  0.44
H 1.2483 -1.4650 1.4129  0.28
H 1.8529 0.3177 1.5539  0.29
H 2.6638 -0.8951 0.5742  0.24
I -3.7132 -0.7525 -0.0886  -0.07
H -2.8610 -0.4811 -1.2777  0.06

Atomic forces in eV per Å
2.05 -2.31 0.60
-3.62 3.95 -0.57
2.57 -2.97 1.49
2.05 3.37 -0.64
-0.38 0.63 -0.07
-1.08 -0.69 0.51
-1.18 -1.79 -1.27
-0.41 -0.17 -0.07
-1.84 -0.60 2.52
1.85 0.59 -2.49



Entry 4:
Density functional theory data (wB97M-V/def2-TZVPD) for a molecular structure, C3H5KMgO3 in a non-equilibrium geometry.

Computed properties:
E_HOMO (alpha / beta) = -21.12 / -21.12 eV
lowest unoccupied orbital energy (alpha / beta) = -15.995 / -16.225 eV
total charge = +3
relative energy (zero: lowest compared OMol25 entry of this formula, charge and spin) = 0.0 kJ/mol
gap between HOMO and LUMO (alpha / beta) = 0.188 / 0.180 Ha
2S+1 = 2

Last column: Mulliken charge in e.
Geometry (Å):
H -0.6337 0.9498 -0.3444  0.31
O -0.4026 -1.0277 -1.1910  -0.36
C 0.4748 -0.1573 -1.7623  -0.03
C -0.2089 1.2673 -1.3789  -0.71
C 0.2387 0.1099 4.4222  0.68
O 0.3846 -0.4437 3.4067  -0.45
O 0.0794 0.6619 5.4167  -0.23
Mg -1.8754 -2.0087 -2.1940  1.51
K 0.5592 -2.3846 1.3584  1.02
H 0.4907 -0.1746 -2.8611  0.28
H 1.4532 -0.1447 -1.2616  0.29
H -1.1260 1.3578 -1.9671  0.32
H 0.5659 1.9945 -1.6434  0.36

Atomic forces in eV per Å
1.56 1.94 -1.24
-0.40 -0.87 -1.42
0.27 -1.42 -0.30
-2.61 -0.48 1.79
-0.26 0.89 1.60
0.11 -0.69 -1.15
0.14 -0.36 -0.63
0.39 0.51 0.13
0.43 -0.02 0.94
0.20 0.10 0.16
-0.22 0.03 -0.08
0.38 0.31 -0.39
0.00 0.07 0.59